The following is a DFT calculation (ωB97M-V/def2-TZVPD) of one molecule with the formula C3H9N3O at a distorted geometry.

Structure (XYZ):
```
16
Properties=species:S:1:pos:R:3:forces:R:3
C 0.92717 1.08469 -0.19139 -0.015 -0.244 -0.449
C 1.58108 -0.28226 -0.49539 -0.247 -0.029 0.064
C -2.32032 0.10091 0.51627 -4.863 0.098 4.277
N -0.24611 0.95954 0.63285 0.107 0.528 1.420
N -3.24541 -0.68067 -0.13944 0.369 -0.578 -0.690
N 2.12452 -0.95615 0.66893 0.116 0.129 0.307
O -1.21226 0.33898 -0.06368 4.655 0.136 -4.700
H 1.61456 1.71124 0.38089 -0.033 -0.028 -0.047
H 0.70172 1.58672 -1.14404 -0.159 -0.017 0.114
H 0.82087 -0.93985 -0.92848 0.104 0.161 -0.126
H 2.37989 -0.15178 -1.22797 -0.102 0.037 -0.028
H -2.49876 0.39185 1.54178 0.244 -0.036 -0.097
H -4.21203 -0.42985 -0.00626 0.019 0.108 -0.060
H -3.00280 -0.83754 -1.10862 -0.240 -0.018 0.007
H 1.42701 -0.93800 1.40880 0.144 -0.131 -0.013
H 2.92852 -0.44120 1.01859 -0.100 -0.114 0.021
```
Positions in Å, forces in eV/Å.

Values from the calculation:
Net charge: 0
2S+1: 3
Energy relative to the best compared isomer or geometry (same formula, charge and spin): 4.1 kcal/mol
<S²>: 2.007

---

The following is a DFT calculation (ωB97M-V/def2-TZVPD) of a 2-piece molecular cluster, C3H9N3O2 overall at a distorted geometry.

Structure (XYZ):
```
17
Properties=species:S:1:pos:R:3:forces:R:3
C -2.28699 -0.49066 1.66235 -0.191 0.182 -0.027
C 2.68666 1.18107 -0.65165 -0.162 0.066 -0.220
N -0.03765 -1.04695 0.01745 0.266 -1.226 0.224
N 0.94846 -0.30158 0.06418 0.496 0.242 0.721
N -1.81207 0.21712 0.49084 -0.900 0.831 -0.085
C 1.72208 0.09295 -1.01891 0.094 -0.117 -0.874
O -0.50074 -1.52403 -1.15648 0.223 -0.050 -0.751
O 1.68515 -0.43172 -2.12527 -0.096 0.237 0.168
H 0.08591 -1.25303 -1.90612 0.104 0.105 0.456
H -1.64112 1.19763 0.67865 -0.169 -0.028 -0.083
H -2.44362 0.11115 -0.29472 0.028 0.188 0.099
H -2.38137 -1.54281 1.40811 0.005 -0.121 0.090
H -3.25182 -0.12219 2.03204 0.067 -0.116 0.077
H -1.54408 -0.39152 2.44922 0.036 -0.087 0.115
H 3.11613 1.61531 -1.54848 0.029 0.003 -0.044
H 2.17745 1.94106 -0.05565 0.082 -0.093 -0.010
H 3.47764 0.74819 -0.04556 0.089 -0.016 0.145
```
Positions in Å, forces in eV/Å.

Values from the calculation:
Net charge: 0
Energy relative to the best compared isomer or geometry (same formula, charge and spin): 116.2 kcal/mol
SMILES string: CC(=O)/N=N\O.CN

---

The following is a DFT calculation (ωB97M-V/def2-TZVPD) of C3H9N3O3 as an isolated structure at a distorted geometry.

Structure (XYZ):
```
18
Properties=species:S:1:pos:R:3:forces:R:3
C 1.81600 1.38952 -0.46542 -0.152 -0.031 0.296
C 0.88826 -0.85804 0.31962 0.008 1.289 -0.575
O 1.07244 0.24684 -0.82915 -0.356 -1.091 0.784
N 1.21004 -0.61507 1.52995 0.467 0.468 -0.111
H 2.17692 -0.79207 1.77447 -0.246 -0.408 0.131
H 1.00289 -1.78599 -0.23823 -0.187 -0.033 -0.239
H 2.55625 1.60128 -1.23991 -0.100 -0.029 -0.035
H 2.33902 1.23989 0.48740 -0.117 -0.030 -0.062
H 1.14823 2.25007 -0.34057 0.142 0.017 -0.042
N -0.93556 -0.62543 0.37662 1.214 0.041 -0.382
C -1.29754 0.29270 -0.70928 -2.379 -0.388 0.777
N -1.66386 -1.84567 0.48067 0.066 0.374 -0.184
O -1.43670 1.54240 -0.21017 0.635 -0.474 -0.295
O -1.80367 -0.11464 -1.72003 1.016 0.300 0.281
H -1.87236 2.08388 -0.88436 0.148 -0.049 -0.111
H -0.83593 -0.17833 1.29115 -0.213 0.025 -0.182
H -2.59044 -1.63257 0.84510 0.052 -0.044 -0.148
H -1.77398 -2.19877 -0.46787 0.003 0.065 0.096
```
Positions in Å, forces in eV/Å.

Values from the calculation:
Net charge: 0
Energy relative to the best compared isomer or geometry (same formula, charge and spin): 111.8 kcal/mol

---

The following is a DFT calculation (ωB97M-V/def2-TZVPD) of a 2-piece molecular cluster, C3H9N3O3 overall at a distorted geometry.

Structure (XYZ):
```
18
Properties=species:S:1:pos:R:3:forces:R:3
C 1.68136 -0.49425 1.24258 -0.339 -0.069 0.081
C 0.60455 0.30103 -1.44843 -2.318 -0.484 -2.398
O 0.96924 0.60822 0.69376 -2.165 0.233 0.604
N 1.11786 -0.76999 -1.91410 -0.136 0.921 1.813
H 0.63746 -1.58618 -1.52535 -0.077 -0.061 -0.628
H 0.98914 1.27952 -1.74565 0.013 -0.238 0.486
H 2.24428 -0.99293 0.44869 -0.056 0.087 -0.119
H 1.00463 -1.22523 1.69648 0.021 0.153 -0.023
H 2.38743 -0.13679 1.99499 -0.101 0.043 0.001
N -0.86652 0.42725 -1.02700 1.943 -0.042 2.064
C -0.59489 0.63835 0.93559 2.684 -1.319 1.250
N -1.70562 -0.68849 -1.25484 -0.143 -0.701 -0.629
O -0.88615 1.93803 1.19449 -0.075 0.158 -0.579
O -1.13595 -0.28646 1.51119 0.236 0.498 -0.895
H -1.47444 1.93346 1.96697 0.031 -0.106 -0.313
H -1.27738 1.34799 -1.17186 -0.045 -0.541 -0.709
H -1.20754 -1.54763 -0.99736 0.225 0.598 -0.220
H -2.48747 -0.74588 -0.60016 0.302 0.869 0.213
```
Positions in Å, forces in eV/Å.

Values from the calculation:
Net charge: 0
Energy relative to the best compared isomer or geometry (same formula, charge and spin): 104.0 kcal/mol
SMILES string: [H]/N=C\NN.COC(=O)O

---

The following is a DFT calculation (ωB97M-V/def2-TZVPD) of one molecule with the formula C3H9N3OS at a distorted geometry.

Structure (XYZ):
```
17
Properties=species:S:1:pos:R:3:forces:R:3
C -2.38356 -0.27850 -0.29587 -0.267 0.424 0.839
C -1.05432 -0.25962 -0.92394 1.055 -0.116 -0.384
C 1.17958 0.20390 0.09276 -0.423 -1.391 -0.856
H -3.21804 -0.96118 1.44058 0.400 -0.265 -0.359
H -1.90622 -0.15798 1.70085 0.668 0.398 0.106
H -2.77841 0.73718 -0.35015 -0.367 0.164 0.189
H -3.00745 -0.89600 -0.91552 -0.454 -0.419 -0.084
H -0.60841 -1.24649 -0.86905 0.017 -0.124 -0.315
H -1.14115 0.10010 -1.94768 0.190 -0.065 -0.259
H -0.61115 2.14252 0.66058 -0.149 0.249 -0.241
H 1.69543 2.14982 0.26536 0.121 0.192 0.011
H 2.93841 0.96828 0.63664 -0.404 0.235 -0.073
N -2.27221 -0.83457 1.05732 -1.539 -0.201 0.122
N -0.12227 0.57746 -0.20280 1.649 -1.682 0.407
N 1.96084 1.21577 0.52016 0.353 -0.555 0.087
O -0.38638 1.91654 -0.25606 -0.181 1.096 0.397
S 1.76959 -1.42962 -0.08959 -0.668 2.060 0.413
```
Positions in Å, forces in eV/Å.

Values from the calculation:
Net charge: 0
Energy relative to the best compared isomer or geometry (same formula, charge and spin): 36.4 kcal/mol
SMILES string: NCCN(O)C(N)=S

---

The following is a DFT calculation (ωB97M-V/def2-TZVPD) of C3H9N3OS as an isolated structure at a distorted geometry.

Structure (XYZ):
```
17
Properties=species:S:1:pos:R:3:forces:R:3
C -0.38949 0.28781 1.66384 1.890 -0.136 -2.763
C -0.28164 -2.64487 -0.49220 0.228 3.923 -0.346
C 0.05013 0.15231 -0.25871 -1.663 -0.179 3.606
N 0.34426 1.22407 2.38280 -0.330 -1.422 -2.926
N 0.22970 1.79961 -1.99745 0.638 -0.068 -0.916
N 0.64472 1.35418 -0.74707 2.575 0.398 0.941
O -1.12858 -0.57001 2.05835 -0.041 0.551 0.414
S 1.08441 -1.32768 -0.46633 -0.891 -0.609 0.087
H -0.25389 -3.02140 -1.49183 -0.635 -0.499 -0.231
H -1.12523 -2.02635 -0.12761 -0.098 -0.392 -1.231
H -0.26424 -3.27915 0.30812 1.033 -2.251 1.670
H -1.03636 -0.08304 -0.53147 1.711 0.803 -0.234
H 0.81343 1.93105 1.83786 -0.144 -0.035 -0.032
H 0.02508 1.46710 3.26270 -0.645 0.472 2.012
H 0.05898 0.99001 -2.54139 -0.347 -0.522 -1.149
H -0.52524 2.46364 -2.08887 -0.090 -0.090 0.949
H 1.75397 1.28271 -0.77075 -3.190 0.055 0.150
```
Positions in Å, forces in eV/Å.

Values from the calculation:
Net charge: 0
Energy relative to the best compared isomer or geometry (same formula, charge and spin): 65.4 kcal/mol

---

The following is a DFT calculation (ωB97M-V/def2-TZVPD) of one molecule with the formula C3H9N3S at a distorted geometry.

Structure (XYZ):
```
16
Properties=species:S:1:pos:R:3:forces:R:3
C -2.16308 1.35498 0.36505 1.154 1.071 1.413
C -0.04834 -0.46538 -1.24699 -1.562 -3.519 -3.351
C 0.69158 -0.14924 1.02956 -4.135 1.284 0.486
H -2.00355 1.26216 1.62156 -0.818 0.000 -3.928
H -2.65697 0.50015 -0.21358 1.033 1.020 1.230
H -2.71620 2.27846 0.10374 -0.165 -0.554 0.645
H 0.51160 -0.29524 -2.28738 -1.532 -0.102 1.936
H -1.33635 -0.36410 -1.40676 3.785 -0.850 0.099
H 0.30999 -1.58191 -0.94769 -1.316 2.473 -0.640
H -0.23541 -0.01603 1.73563 2.418 0.004 -0.596
H 3.24786 -1.76179 0.75438 1.748 -0.222 0.132
H 2.45919 -0.75944 -0.53833 0.670 -1.534 2.125
N 0.35028 0.41706 -0.26713 1.734 1.555 1.591
N 1.60218 -0.95061 1.34401 0.658 -0.718 -1.007
N 2.44387 -1.41687 0.32679 -2.564 2.371 -1.595
S -0.45664 1.94780 -0.37287 -1.108 -2.278 1.459
```
Positions in Å, forces in eV/Å.

Values from the calculation:
Net charge: 0
Energy relative to the best compared isomer or geometry (same formula, charge and spin): 98.8 kcal/mol
SMILES string: CSN(C)/C=N\N

---

The following is a DFT calculation (ωB97M-V/def2-TZVPD) of an isolated ion of composition C3H9N4 and charge +1 at a distorted geometry.

Structure (XYZ):
```
16
Properties=species:S:1:pos:R:3:forces:R:3
C -0.34834 -1.61264 0.09079 -0.336 2.070 -0.304
C -1.56970 -0.77844 -0.25636 2.080 1.130 4.658
C 1.50703 -0.04027 0.37492 0.033 -0.286 0.122
N 0.81336 -1.13617 0.20531 0.253 -0.988 0.536
N -1.16401 0.54166 -0.50945 1.947 1.993 -0.569
N 2.32378 0.40759 -0.59218 -0.864 1.114 2.147
N -0.36087 1.24373 0.54796 -2.430 -1.137 -0.721
H -0.56918 -2.63439 0.14517 0.388 -1.719 0.247
H -1.87054 -1.11314 -1.15386 -1.826 -1.658 -2.988
H -2.33193 -0.81215 0.57719 0.371 -0.723 -0.735
H 1.57443 0.37071 1.43175 0.109 -0.521 -1.694
H 2.56681 1.37350 -0.48611 0.678 0.137 0.011
H 2.72648 -0.08688 -1.34216 -0.243 -0.844 -0.956
H -0.52411 2.23765 0.47279 -0.041 0.301 -0.464
H -1.92320 1.04705 -0.91179 -0.272 0.971 0.205
H -0.84999 0.99219 1.40600 0.151 0.161 0.506
```
Positions in Å, forces in eV/Å.

Values from the calculation:
Net charge: +1
Energy relative to the best compared isomer or geometry (same formula, charge and spin): 79.6 kcal/mol
SMILES string: NNC/C=N\C=[NH2+]

---

The following is a DFT calculation (ωB97M-V/def2-TZVPD) of an isolated ion of composition C3H9N4O and charge +1 at a distorted geometry.

Structure (XYZ):
```
17
Properties=species:S:1:pos:R:3:forces:R:3
C 1.37137 -0.01781 -0.46801 -1.899 0.149 0.682
C 0.26971 0.96837 -0.05592 0.083 0.431 2.438
C -1.34806 -0.37767 -1.19408 1.359 -3.396 1.060
N 0.99667 -1.07056 0.33891 -0.658 -2.061 1.898
N -0.94711 0.14744 0.07492 0.337 0.117 2.359
N 0.53618 1.53825 1.30812 -1.621 -1.476 -1.296
N -0.36574 -0.97363 0.90397 2.254 0.978 -1.429
O 2.22625 -0.05422 -1.27755 0.801 0.434 -0.390
H 0.01313 1.72436 -0.70415 -0.175 1.521 -2.048
H -2.16636 -1.13423 -1.04379 0.629 1.113 -0.753
H -1.44679 0.41963 -1.81702 -1.649 2.310 -1.684
H -0.42280 -0.78412 -1.64809 -0.670 -0.958 -0.210
H 1.24945 -2.02779 0.19455 0.576 -0.322 -0.252
H 1.36943 2.06498 1.29574 1.185 0.713 0.071
H -0.24598 2.17197 1.45444 0.237 0.095 0.337
H -0.78127 -1.89133 0.71719 -0.586 0.376 0.304
H -0.30810 -0.70363 1.92077 -0.203 -0.023 -1.088
```
Positions in Å, forces in eV/Å.

Values from the calculation:
Net charge: +1
Energy relative to the best compared isomer or geometry (same formula, charge and spin): 82.3 kcal/mol
SMILES string: CN1[NH2+]NC(=O)[C@@H]1N

---

The following is a DFT calculation (ωB97M-V/def2-TZVPD) of a 2-piece molecular cluster, C3H9N4S2 overall at a distorted geometry.

Structure (XYZ):
```
18
Properties=species:S:1:pos:R:3:forces:R:3
C -1.05083 0.66548 0.77939 -0.822 2.019 2.847
C -1.82998 0.26464 -0.33011 1.532 1.938 2.058
C -0.19724 -0.25572 1.33915 -0.401 0.014 -1.192
N -1.19607 -0.64574 -1.05294 -1.310 -1.322 -2.074
N 0.28632 -1.22784 0.55134 0.313 1.319 -0.623
N -3.06302 0.69968 -0.58333 0.791 -2.049 -1.263
N 0.17392 -0.92768 -0.82570 -2.013 -2.352 1.000
S 3.44274 1.15098 0.60582 -0.227 0.296 -0.448
S 3.97736 0.48700 -1.30065 -0.340 1.117 0.161
H -1.44780 1.45296 1.50545 0.631 -1.065 -1.408
H 0.08135 -0.22729 2.36475 0.085 -0.144 0.718
H -1.83689 -1.34449 -1.49499 1.661 0.370 -0.020
H 0.58287 -2.13583 0.83979 0.350 -0.363 0.031
H -3.59294 1.43892 -0.15831 0.220 -0.112 0.400
H -3.47293 0.06150 -1.25012 -1.025 0.839 -0.244
H 0.76967 -0.15349 -1.03661 0.096 0.957 -0.264
H 4.68519 1.41079 0.96792 0.444 0.102 0.438
H 3.68826 -0.71388 -0.92083 0.015 -1.565 -0.116
```
Positions in Å, forces in eV/Å.

Values from the calculation:
Net charge: +1
Energy relative to the best compared isomer or geometry (same formula, charge and spin): 3.5 kcal/mol

---

The following is a DFT calculation (ωB97M-V/def2-TZVPD) of C3H9N5 as an isolated structure at a distorted geometry.

Structure (XYZ):
```
17
Properties=species:S:1:pos:R:3:forces:R:3
C 1.18499 0.11905 -0.71237 0.221 2.696 -0.821
N 0.61498 -0.65411 -1.69578 -0.242 -0.188 0.583
N 0.28593 1.32680 -0.35952 2.239 -0.650 -2.333
N 2.40161 0.04127 -0.36681 -0.845 -0.383 0.113
H -0.36036 -0.89593 -1.53229 0.148 0.062 0.017
H 1.16997 -1.47592 -1.88730 0.031 -0.040 0.011
H -0.50508 1.38434 -0.99503 0.067 0.051 0.131
H 0.78658 2.21512 -0.35336 0.142 -0.322 -0.334
H 2.70053 0.74587 0.29774 -0.142 0.139 -0.097
C -0.21374 -0.38363 1.39152 -0.250 3.035 1.784
C -2.16804 -1.01420 0.23876 0.269 0.352 0.083
N -1.16820 -1.24513 1.00531 -0.615 -0.827 -0.462
N -0.36569 0.99587 1.27383 -1.407 -3.974 1.856
H 0.29684 1.48900 1.86470 0.385 -0.115 -0.272
H 0.59883 -0.79894 1.98178 0.042 0.138 -0.281
H -2.87286 -1.81426 0.05002 -0.028 -0.050 -0.040
H -2.38628 -0.03519 -0.20120 -0.016 0.076 0.063
```
Positions in Å, forces in eV/Å.

Values from the calculation:
Net charge: 0
Energy relative to the best compared isomer or geometry (same formula, charge and spin): 108.7 kcal/mol

---

The following is a DFT calculation (ωB97M-V/def2-TZVPD) of C3H9N5 as an isolated structure at a distorted geometry.

Structure (XYZ):
```
17
Properties=species:S:1:pos:R:3:forces:R:3
C -1.34770 -1.50863 0.10498 -2.624 -0.278 3.538
C 0.10163 0.46512 -0.31195 -2.408 5.090 3.122
C 3.04706 0.26966 0.10362 1.141 -2.646 0.858
H -1.48013 -1.98361 -0.96488 0.335 -0.585 2.771
H -0.37906 -1.78111 0.97513 -3.248 0.028 -2.911
H -2.49978 -1.49396 0.95836 3.518 -0.665 -3.084
H -2.44551 1.36246 -1.01205 0.461 -0.047 -0.195
H -2.37185 1.48546 0.72446 0.507 -1.923 -2.514
H -0.13718 2.41233 0.07902 0.792 -1.122 -0.314
H 0.51120 -1.35247 -0.38905 -0.364 -2.320 -0.795
H 4.05793 -0.39830 0.31152 -2.018 2.803 -0.737
H 2.75795 1.26297 0.58060 0.532 -1.461 -0.933
N -1.23281 -0.13372 -0.19360 0.601 5.885 -0.731
N -2.35917 0.82286 -0.16724 0.824 -0.764 3.010
N 0.61195 1.68598 -0.05785 -3.013 -0.962 -0.949
N 0.93389 -0.49380 -0.35679 1.600 -2.249 -1.552
N 2.23158 -0.62125 -0.38427 3.364 1.217 1.415
```
Positions in Å, forces in eV/Å.

Values from the calculation:
Net charge: 0
Energy relative to the best compared isomer or geometry (same formula, charge and spin): 175.5 kcal/mol